(1)
Here is an isolated molecule of C22H31F2N3O2 from OMol25. Energies are from ωB97M-V/def2-TZVPD.

Geometry (Å):
F (-2.60403, 3.57384, -1.79570)
F (-0.79284, 2.20628, -3.28947)
O (2.40261, -1.79717, -0.53219)
O (0.41584, 0.96197, -0.60783)
N (0.32737, -0.34219, -3.11033)
N (2.87103, -0.20772, -2.03594)
N (-1.30449, 0.25663, 0.65943)
C (1.44175, 0.02299, -3.94692)
C (2.45401, 0.72575, -3.05269)
C (1.99120, -1.84256, 4.25202)
C (-0.73431, 1.54853, 2.72298)
C (-2.79119, 2.26612, -2.04465)
C (-1.85348, 1.56127, -2.78734)
C (0.84989, -0.85445, 4.03139)
C (-3.92690, 1.64237, -1.56149)
C (2.73188, -0.31332, 2.55635)
C (0.78220, 1.32342, 2.68641)
C (-0.94422, -0.55651, -3.76586)
C (0.67016, -1.31535, -2.10197)
C (-2.02866, 0.20386, -3.03892)
C (-3.18477, -0.40452, -2.56874)
C (2.05311, -1.10700, -1.47351)
C (-4.12688, 0.30309, -1.84238)
C (-0.32017, -1.30208, -0.92929)
C (-1.38245, 1.53744, 1.33481)
C (3.21306, -1.04427, 3.81244)
C (-0.35639, 0.07739, -0.29251)
C (1.20304, -0.14656, 2.71231)
C (-2.18188, -0.79384, 1.11350)
H (1.17897, 1.78402, 1.78031)
H (3.22766, 0.65002, 2.44087)
H (2.94208, -0.90818, 1.66800)
H (-1.31461, -1.60831, -1.24691)
H (1.23770, 1.82463, 3.54455)
H (-1.62102, -1.66666, 1.45547)
H (4.07899, -1.67517, 3.61775)
H (-2.77205, -0.41975, 1.94677)
H (-3.34773, -1.45205, -2.77916)
H (-0.88076, -0.17611, -4.78993)
H (-2.43784, 1.81990, 1.41497)
H (0.83310, -0.12942, 4.84819)
H (1.91305, -0.85222, -4.43252)
H (-4.63799, 2.21408, -0.98723)
H (1.10007, 0.71553, -4.71655)
H (-0.87298, 2.26118, 0.69502)
H (-2.86759, -1.10609, 0.32092)
H (-1.21327, -1.62332, -3.82083)
H (1.96703, 1.59337, -2.59412)
H (3.32901, 1.04605, -3.62305)
H (1.86503, -2.70952, 3.60163)
H (0.71917, -0.66639, 1.88539)
H (-0.94016, 2.52875, 3.15856)
H (0.04678, -2.01836, -0.18909)
H (-1.20518, 0.79934, 3.36195)
H (2.05612, -2.18741, 5.28406)
H (0.68274, -2.34489, -2.52354)
H (-5.01883, -0.19034, -1.48795)
H (3.71920, -0.01029, -1.52402)
H (-0.12104, -1.34929, 3.99559)
H (3.47992, -0.32653, 4.59101)

As for the charge: 0. The spin multiplicity is 1.


(2)
Here is an isolated molecule of C7H7ClN2O2 from OMol25. Energies are from ωB97M-V/def2-TZVPD.

Geometry (Å):
Cl (2.79801, -1.99730, 0.03347)
O (2.27571, 2.58507, -0.41081)
O (3.96308, 1.29171, 0.27450)
N (-0.03796, -2.69176, 0.55263)
N (-0.36730, 1.74250, -0.20755)
C (-1.18856, 0.79344, -0.04709)
C (2.79635, 1.48784, 0.06191)
C (-1.04503, -0.65414, 0.34029)
C (1.43334, -0.84535, 0.19197)
C (1.76790, 0.40959, 0.19089)
C (0.08582, -1.40524, 0.29323)
C (-2.63707, 1.00312, -0.33932)
H (-1.98311, -1.13447, 0.28753)
H (-2.56422, 1.21591, -1.44695)
H (0.80662, -3.38957, 0.39705)
H (-0.91876, -3.05152, 0.29365)
H (1.27382, 2.52121, -0.28506)
H (-3.30542, 0.17500, -0.10535)
H (-3.15321, 1.94395, -0.07500)

As for the charge: 0. The spin multiplicity is 1.


Ordered energy above the lowest of the compared OMol25 structures with the same formula, charge and spin results: 0.0; 509.3; unit kJ/mol.
Ordered total energy results: -1371.43163; -990.94452; unit hartree.